The following is a DFT calculation (the ωB97M-V functional and the def2-TZVPD basis) of a molecular structure, C20H32F3IrN5O8S3 at a distorted geometry.

Each line ends with the Mulliken charge.
CARTESIAN COORDINATES (ANGSTROEM)
Ir  0.67291  1.35571  -0.02497  2.40
F  5.35398  1.23213  2.14572  -0.23
C  4.80844  2.28950  2.76652  0.74
F  5.04678  3.36978  2.01811  -0.21
F  5.39888  2.44045  3.94467  -0.27
C  3.31771  2.07670  2.92109  -0.01
C  2.68270  2.07046  4.15772  -0.50
C  1.31219  1.85645  4.23481  -0.87
C  0.59169  1.63310  3.07311  -0.40
N  1.21214  1.64883  1.89372  -0.13
C  2.53106  1.87143  1.80745  0.39
S  2.89643  1.84946  0.07795  -0.35
H  3.26305  2.23927  5.05528  0.58
H  0.80419  1.85862  5.18830  0.50
H  -0.47471  1.44982  3.06235  0.57
C  2.82444  0.54601  -3.68278  -1.01
C  1.55892  1.16582  -4.25503  -0.66
S  0.77232  2.23879  -3.05532  0.33
O  0.16479  1.23023  -2.02214  -0.79
C  -0.65977  2.78909  -3.98827  -0.29
C  -0.32653  4.03715  -4.79635  -1.15
H  3.20874  -0.19863  -4.37765  0.39
H  2.62588  0.03933  -2.73621  0.11
H  3.60008  1.29563  -3.52816  0.36
H  0.81297  0.42247  -4.54365  0.43
H  1.77022  1.80388  -5.11673  0.53
H  -1.41677  2.97901  -3.22682  0.22
H  -0.99051  1.95820  -4.61255  0.39
H  -0.01343  4.85775  -4.15260  0.34
H  -1.21480  4.35062  -5.34186  0.39
H  0.45777  3.85143  -5.53022  0.33
O  2.00171  4.21224  0.43613  -0.20
N  0.85532  4.36768  0.11943  0.21
O  0.17452  3.34133  -0.24244  -0.46
C  -3.79482  1.43996  0.07618  -1.36
C  -2.44965  2.10857  0.18974  -0.10
O  -1.41248  1.07332  0.34396  -0.18
H  -4.56643  2.20217  -0.02865  0.45
H  -4.02227  0.84532  0.96057  0.31
H  -3.84443  0.79749  -0.80654  0.37
H  -2.37280  2.72643  1.08169  0.34
H  -2.20822  2.71610  -0.67783  0.05
H  -1.73321  0.27511  -0.10713  0.04
C  -4.56484  -3.80556  0.15779  -1.23
C  -3.31674  -4.34798  0.84454  -0.54
S  -2.40653  -3.02874  1.59769  1.16
O  -3.10561  -2.55072  2.75729  -0.71
O  -2.03364  -2.06255  0.57825  -0.47
C  -0.90605  -3.79438  2.24097  -0.84
C  0.29264  -4.00464  1.31191  -1.18
N  0.57286  -2.82560  0.47637  0.19
C  0.92067  -1.61842  0.95229  1.02
N  0.86984  -0.70184  -0.02623  0.31
C  0.53463  -1.37558  -1.17807  -0.98
C  0.34323  -2.66992  -0.86811  -0.30
N  -0.17599  -3.65752  -1.78458  1.10
O  -0.15960  -3.34190  -2.95046  -0.60
O  -0.59916  -4.70309  -1.33213  -0.64
C  1.29547  -1.40294  2.37307  -1.84
H  -5.07521  -4.62513  -0.34384  0.41
H  -4.30502  -3.05685  -0.58875  0.28
H  -5.24853  -3.36613  0.88170  0.36
H  -2.64001  -4.83547  0.14084  0.35
H  -3.56311  -5.02979  1.65940  0.43
H  -1.20112  -4.75492  2.66535  0.69
H  -0.66392  -3.14146  3.07997  0.37
H  0.14564  -4.84253  0.64418  0.56
H  1.17579  -4.21421  1.91407  0.39
H  0.40231  -0.89286  -2.12497  0.97
H  1.63398  -2.33291  2.82321  0.52
H  0.44469  -1.03838  2.94939  0.25
H  2.11431  -0.69216  2.44824  0.36

Properties
lowest unoccupied orbital energy (spin up / spin down) = -5.93 / -8.56 eV
E_HOMO (spin up / spin down) = -0.54777 / -0.55574 hartree
max |F| = 1.261 eV/A
energy above the lowest of the compared OMol25 structures with the same formula, charge and spin = 0.0567 eV
frontier orbital gap (spin up / spin down) = 8.98 / 6.56 eV
charge = +2
2S+1 = 2


The following is a DFT calculation (the ωB97M-V functional and the def2-TZVPD basis) of 3 unconnected molecules or ions with the total composition C20H32F3N3O11 at a distorted geometry.

Each line ends with the natural charge from an NBO analysis.
CARTESIAN COORDINATES (ANGSTROEM)
C  5.26264  2.62684  1.18375  -0.66
C  4.41431  1.30332  1.36497  -0.07
O  4.99786  0.21012  0.64594  -0.53
C  4.72586  0.28527  -0.73333  -0.09
C  3.48940  -0.53250  -1.18423  -0.09
O  2.42316  -0.49088  -0.21277  -0.55
C  1.46486  -1.46775  -0.59726  -0.06
C  -0.02194  -0.99864  -0.39227  -0.16
C  -0.73180  -1.06189  -1.71911  0.26
N  -1.40234  -0.96502  -2.60570  -0.26
C  -0.17285  0.34830  0.37525  -0.43
C  0.29092  1.62026  -0.38142  0.02
O  0.43277  2.66745  0.59032  -0.70
C  -0.71555  2.15679  -1.43628  0.95
F  -0.24677  1.80396  -2.65767  -0.33
F  -1.95557  1.69096  -1.32126  -0.31
F  -0.77848  3.48697  -1.46975  -0.31
C  -0.71540  -2.10860  0.50516  0.02
C  -2.22355  -1.95688  0.47335  0.22
N  -3.31669  -2.17928  0.40398  -0.25
O  -0.17548  -2.09574  1.83594  -0.40
N  -1.17359  -1.72829  2.75601  0.39
O  -0.70208  -1.20075  3.68206  -0.23
H  4.60856  3.38742  0.72089  0.21
H  6.06498  2.44035  0.44467  0.22
H  5.65905  2.93807  2.16066  0.22
H  3.39336  1.52482  0.99290  0.17
H  4.39592  1.00196  2.42399  0.19
H  4.66690  1.32888  -1.11593  0.17
H  5.60150  -0.15515  -1.25636  0.20
H  3.80599  -1.59711  -1.25413  0.17
H  3.13059  -0.20100  -2.18314  0.18
H  1.59627  -1.75346  -1.65621  0.20
H  1.64321  -2.38915  0.00238  0.19
H  -1.23392  0.50790  0.65309  0.24
H  0.43262  0.24278  1.29620  0.25
H  1.27190  1.53480  -0.87460  0.21
H  0.33068  2.30665  1.48033  0.48
H  -0.40027  -3.07520  0.06532  0.25
C  -3.06380  5.26370  -1.33189  -0.64
C  -4.08684  5.49774  -0.23832  -0.07
O  -3.56956  6.35390  0.79083  -0.50
C  -3.52423  7.65372  0.49156  0.98
O  -3.88227  8.15967  -0.54135  -0.65
O  -2.99137  8.30063  1.53562  -0.50
C  -2.79325  9.69666  1.31332  -0.26
H  -2.13733  4.89516  -0.91025  0.22
H  -3.43740  4.54330  -2.06052  0.22
H  -2.82946  6.19091  -1.85685  0.22
H  -4.32586  4.54999  0.24401  0.19
H  -5.01881  5.90206  -0.63704  0.19
H  -3.71322  10.17938  0.98699  0.20
H  -2.00170  9.84826  0.57881  0.19
H  -2.48280  10.13670  2.25856  0.19
C  0.55452  -9.39611  -1.40088  -0.64
C  1.11998  -8.52205  -0.29962  -0.07
O  0.43539  -7.26346  -0.22488  -0.50
C  -0.76932  -7.29620  0.35370  0.98
O  -1.31001  -8.26706  0.81517  -0.64
O  -1.28029  -6.05988  0.31321  -0.51
C  -2.61704  -5.96199  0.81435  -0.26
H  0.55798  -8.86188  -2.35263  0.21
H  1.13970  -10.31045  -1.50319  0.22
H  -0.47928  -9.67321  -1.19298  0.23
H  2.16213  -8.29027  -0.51823  0.19
H  1.09582  -9.02668  0.66745  0.19
H  -2.69486  -6.37727  1.81782  0.20
H  -3.30523  -6.46615  0.13584  0.19
H  -2.88467  -4.90803  0.85035  0.20

Properties
lowest unoccupied orbital energy = -0.83 eV
structure (SMILES) = CCOCCOC[C@](C#N)(C[C@H](O)C(F)(F)F)[C@H](C#N)ON=O.CCOC(=O)OC.CCOC(=O)OC
E_HOMO = -0.37153 hartree
max |F| = 5.566 eV/A
energy above the lowest of the compared OMol25 structures with the same formula, charge and spin = 0.0000 eV
frontier orbital gap = 9.28 eV


The following is a DFT calculation (the ωB97M-V functional and the def2-TZVPD basis) of a molecular structure, C20H32LuN2O2Si3 at a distorted geometry.

Each line ends with the natural charge from an NBO analysis.
CARTESIAN COORDINATES (ANGSTROEM)
Lu  0.51098  -0.71859  1.01651  2.10
C  -3.22822  1.28511  1.31001  -1.10
Si  -1.48452  2.06311  1.20351  1.69
C  -1.65762  3.91512  0.79011  -1.11
C  -0.74992  1.77341  2.96511  -1.08
C  -0.35642  1.16211  -0.05249  -2.09
Si  -1.20352  0.36491  -1.54369  1.69
C  -2.36192  -1.04259  -0.90339  -1.09
C  -2.18672  1.50331  -2.70509  -1.11
C  0.13838  -0.58669  -2.54149  -1.09
Si  1.31938  1.97801  -0.35889  1.68
C  1.46258  3.35441  -1.66609  -1.12
C  2.14328  2.44631  1.31491  -1.08
C  2.61008  0.59601  -0.84059  -0.12
C  3.62048  0.79551  -1.77169  -0.25
C  4.59168  -0.16819  -1.98379  -0.11
C  4.53328  -1.33439  -1.23439  -0.24
C  3.50528  -1.48039  -0.32049  0.07
N  2.55908  -0.54839  -0.12289  -0.65
H  -3.83212  1.83751  2.02351  0.25
H  -3.19592  0.25151  1.65041  0.23
H  -3.74692  1.31701  0.35911  0.23
H  -2.36862  4.41011  1.44351  0.25
H  -2.01292  4.03522  -0.22839  0.24
H  -0.71252  4.44161  0.87201  0.23
H  -1.53162  1.84611  3.71571  0.26
H  -0.00052  2.51071  3.23071  0.25
H  -0.29862  0.77111  3.07821  0.20
H  -3.40192  -0.73669  -0.91189  0.26
H  -2.12152  -1.33099  0.13061  0.20
H  -2.30002  -1.92529  -1.53149  0.24
H  -3.01232  1.97451  -2.18159  0.24
H  -2.60092  0.96001  -3.54969  0.25
H  -1.55182  2.29192  -3.09379  0.24
H  0.68308  -1.29019  -1.90149  0.20
H  0.86338  0.08801  -2.98359  0.24
H  -0.30382  -1.15339  -3.35459  0.25
H  0.72578  4.12592  -1.47709  0.26
H  1.27608  2.97121  -2.66419  0.24
H  2.43728  3.83182  -1.66489  0.25
H  1.65758  3.29142  1.78801  0.25
H  3.18658  2.71902  1.17961  0.25
H  2.11338  1.59671  2.01231  0.22
H  3.63658  1.71731  -2.33169  0.24
H  5.37938  -0.01559  -2.70749  0.24
H  5.26888  -2.11479  -1.35249  0.24
H  3.43458  -2.37819  0.28871  0.22
O  -0.43662  -2.80558  4.23231  -0.54
C  -0.06902  -2.51019  3.12001  0.75
O  0.69158  -1.52539  2.79471  -0.89
C  -0.54302  -3.37369  1.92741  0.10
C  -1.38502  -4.45148  2.16271  -0.19
C  -1.79922  -5.23219  1.09541  -0.12
C  -1.33722  -4.91309  -0.17409  -0.23
C  -0.50342  -3.81699  -0.32689  0.07
N  -0.11392  -3.04078  0.69301  -0.58
H  -1.70922  -4.63658  3.17481  0.27
H  -2.46542  -6.06578  1.25201  0.24
H  -1.62952  -5.49168  -1.03529  0.25
H  -0.13582  -3.53848  -1.30949  0.22

Properties
lowest unoccupied orbital energy = -3.32 eV
E_HOMO = -0.41735 hartree
max |F| = 3.017 eV/A
frontier orbital gap = 8.04 eV
charge = +1


The following is a DFT calculation (the ωB97M-V functional and the def2-TZVPD basis) of a molecular structure, C20H32N6S4SbSeTi at a distorted geometry.

Each line ends with the natural charge from an NBO analysis.
CARTESIAN COORDINATES (ANGSTROEM)
Ti  -1.89249  -0.36305  0.57040  0.55
S  -5.72621  -1.17059  -1.14806  -0.93
Sb  -4.94813  -0.69067  0.95104  0.96
S  -3.04240  -2.31050  1.10052  -0.56
S  -3.53739  1.32277  0.52520  -0.63
C  -2.00201  -1.44387  6.76180  -0.43
N  -2.45011  -0.89891  5.49473  -0.57
C  -1.65513  -0.50611  4.49908  0.34
N  -0.33854  -0.76334  4.61328  -0.79
S  -2.32233  0.33535  3.18201  -0.17
H  -2.87079  -1.78945  7.31348  0.23
H  -1.47793  -0.69830  7.36277  0.20
H  -1.34784  -2.30435  6.61268  0.20
H  -3.41505  -0.63143  5.38604  0.43
H  0.00562  -1.42743  5.28506  0.39
H  0.22180  -0.59929  3.79033  0.42
C  3.54480  -2.88061  0.00482  -0.61
C  3.41844  -1.91019  -1.16687  -0.40
C  2.38446  -2.34699  -2.20336  -0.40
C  0.93371  -2.18118  -1.75486  -0.22
N  0.59783  -0.79475  -1.45772  -0.41
C  0.18480  -0.31025  -0.23526  0.11
Se  0.38706  -1.23211  1.39609  -0.06
N  0.12437  1.07851  -0.35852  -0.41
C  -0.12774  2.01514  0.75565  -0.21
C  1.10137  2.25998  1.62323  -0.42
C  2.30785  2.82321  0.86961  -0.40
C  2.15245  4.29165  0.48193  -0.61
C  0.37853  1.42492  -1.68152  0.12
C  0.32711  2.64868  -2.32771  -0.23
C  0.58152  2.65983  -3.69112  -0.21
C  0.85976  1.47864  -4.38400  -0.21
C  0.89983  0.25398  -3.73533  -0.25
C  0.67112  0.24683  -2.36611  0.21
H  4.36019  -2.58628  0.66763  0.21
H  3.75007  -3.89280  -0.35347  0.20
H  2.63212  -2.90890  0.60215  0.21
H  4.38545  -1.82323  -1.66568  0.21
H  3.16404  -0.91022  -0.79962  0.20
H  2.53386  -3.40293  -2.44653  0.21
H  2.54126  -1.78501  -3.12457  0.21
H  0.74214  -2.75609  -0.85261  0.24
H  0.25571  -2.53929  -2.53218  0.21
H  -0.93354  1.61804  1.37501  0.25
H  -0.49961  2.94415  0.33019  0.23
H  1.37774  1.31794  2.09257  0.22
H  0.80299  2.94915  2.41829  0.22
H  2.49634  2.21730  -0.02266  0.20
H  3.18776  2.71578  1.50748  0.21
H  1.33720  4.44399  -0.22740  0.19
H  3.06226  4.67281  0.01654  0.22
H  1.94520  4.90266  1.36384  0.21
H  0.07058  3.55842  -1.80358  0.23
H  0.55028  3.59937  -4.22717  0.22
H  1.03159  1.51592  -5.45231  0.22
H  1.07750  -0.65983  -4.28581  0.23
N  -2.46507  -1.87733  -1.95482  -0.32
C  -2.73805  -1.81630  -3.25876  0.01
C  -2.74500  -0.48735  -3.61864  -0.33
C  -2.51926  0.20325  -2.42750  0.03
N  -2.34368  -0.64620  -1.41572  -0.37
H  -2.61257  -2.64197  -1.30226  0.46
H  -2.92925  -2.70992  -3.83018  0.23
H  -2.94009  -0.06596  -4.58973  0.24
H  -2.50655  1.26471  -2.25185  0.24

Properties
lowest unoccupied orbital energy (spin up / spin down) = -0.03 / -0.94 eV
E_HOMO (spin up / spin down) = -0.22943 / -0.23240 hartree
max |F| = 2.752 eV/A
energy above the lowest of the compared OMol25 structures with the same formula, charge and spin = 1.9694 eV
frontier orbital gap (spin up / spin down) = 6.21 / 5.39 eV
2S+1 = 2


Which of these has the lowest max |F|?
C20H32F3IrN5O8S3


Among the records above, which one has the lowest max |F|?
C20H32F3IrN5O8S3